A cluster of 4 separate species, C23H58N4O3P in total. Source: the Open Molecules 2025 dataset; level of theory: ωB97M-V/def2-TZVPD.

Calculated values
Kohn-Sham gap, Ha: 0.246
E_HOMO, eV: -9.70

ORCA input file:
```
! wB97M-V def2-TZVPD RIJCOSX def2/J DEFGRID3
* xyz 1 1
P 0.341 -0.920 2.997
O 4.304 -0.447 3.507
O 5.586 -1.526 2.013
O -0.116 -1.776 4.283
N 1.154 -2.524 -2.903
N -4.858 -0.422 3.605
N 1.731 0.058 3.824
N 0.450 3.427 -4.744
C 2.508 0.982 2.925
C 1.286 -2.110 2.009
C -4.046 -1.344 5.850
C 5.779 -2.110 4.351
C -1.238 -3.329 -3.339
C 1.373 -2.814 -5.437
C -2.841 0.991 3.455
C -4.319 0.910 3.804
C 1.975 -2.934 -4.035
C -4.186 -1.488 4.330
C -6.314 -0.469 3.595
C 0.835 4.827 -4.811
C -0.305 3.080 -3.558
C 5.270 -1.376 3.153
C 1.460 2.469 -5.166
C 1.299 5.246 -6.197
C 3.786 0.327 2.426
C 0.066 -3.423 -2.541
C 0.819 -1.112 -2.914
C 2.818 2.498 -4.455
C 0.389 3.218 -2.196
C -7.051 -0.095 4.884
C 0.298 -0.627 -1.571
H -6.607 -1.477 3.291
H 2.889 -2.334 -3.997
H 0.202 0.460 -1.574
H -8.118 0.004 4.678
H -0.050 5.410 -4.540
H 2.252 4.789 -6.468
H 0.994 -0.910 -0.775
H 0.461 -4.440 -2.600
H 1.174 2.471 -2.069
H 0.487 -2.432 4.656
H 1.614 5.094 -4.078
H 0.614 -2.297 1.167
H -6.706 0.859 5.285
H -3.183 -1.607 3.907
H 6.709 -2.604 4.088
H -0.171 -3.259 -1.484
H -2.503 2.028 3.473
H -4.994 -1.471 6.369
H 0.559 4.967 -6.948
H 0.952 -1.823 -5.614
H -3.358 -2.103 6.229
H 1.864 1.265 2.092
H -1.134 -3.721 -4.349
H 1.436 6.327 -6.231
H 5.054 -2.872 4.643
H 2.220 -1.734 1.598
H 2.410 -0.509 4.345
H 1.632 2.611 -6.236
H 3.531 1.879 -5.003
H -6.937 -0.852 5.659
H 2.730 1.876 3.503
H 3.635 -0.298 1.549
H 2.282 -3.968 -3.859
H -4.876 1.583 3.146
H -3.643 -0.368 6.126
H -1.206 3.700 -3.547
H 2.764 2.116 -3.436
H 0.830 4.205 -2.055
H 1.230 0.624 4.510
H -0.685 -1.038 -1.334
H 1.017 1.473 -5.068
H -4.463 1.293 4.826
H -0.648 2.047 -3.679
H 5.926 -1.437 5.192
H -2.017 -3.906 -2.839
H 2.153 -2.977 -6.183
H -2.662 0.584 2.457
H 0.592 -3.552 -5.616
H 3.227 3.508 -4.414
H -1.592 -2.299 -3.414
H -4.715 -2.415 4.098
H 1.737 -0.569 -3.157
H -6.647 0.199 2.796
H 4.494 1.105 2.143
H 0.089 -0.840 -3.693
H -0.344 3.070 -1.399
H 1.477 -3.055 2.519
H -2.232 0.429 4.168
*
```